Below is a molecular structure, C4H13NOS, with properties calculated with ωB97M-V/def2-TZVPD.

energy relative to the best compared isomer or geometry (same formula, charge and spin)	798.0	kJ/mol
Kohn-Sham gap	4.04	eV
E_tot	-688.0848	hartree

```
! RIJCOSX wB97M-V def2-TZVPD def2/J DEFGRID3
* xyz 0 1
C -1.32 -0.51 0.11
C -0.31 -0.52 -1.12
S 0.06 0.93 -2.17
C -1.08 0.88 0.95
N 0.21 1.00 1.60
C 1.45 1.48 0.94
H -2.32 -0.42 -0.24
H -1.10 -1.31 0.83
H -0.67 -1.21 -1.91
H 0.60 -0.94 -0.72
H 0.31 -2.23 -4.84
H -1.16 1.87 0.20
H -1.77 1.05 1.76
H 0.16 -1.68 -4.32
H 1.94 2.07 1.68
H 1.20 2.09 0.07
H 2.03 0.61 0.53
H 1.06 -1.77 2.56
H 0.31 0.10 2.08
O 0.40 -1.48 2.00
*
```



Below is 2 unconnected molecules or ions with the total composition C6H14O, with properties calculated with ωB97M-V/def2-TZVPD.

energy relative to the best compared isomer or geometry (same formula, charge and spin)	147.6	kJ/mol
Kohn-Sham gap	9.36	eV
SMILES	C/C(O)=C/C(C)C.[H][H]
E_tot	-312.1988	hartree

```
! RIJCOSX wB97M-V def2-TZVPD def2/J DEFGRID3
* xyz 0 1
C 2.05 -0.07 -0.69
C 1.08 -0.60 0.37
C 1.33 -2.08 0.59
C -0.35 -0.35 -0.02
C -1.15 0.58 0.50
C -2.58 0.80 0.11
O -0.68 1.35 1.53
H 3.09 -0.26 -0.39
H 1.91 1.00 -0.83
H 1.87 -0.58 -1.64
H 1.30 -0.08 1.31
H 2.37 -2.26 0.87
H 1.12 -2.63 -0.34
H 0.66 -2.46 1.36
H -0.80 -0.99 -0.76
H -0.46 1.68 -1.65
H -0.59 2.31 -2.02
H -3.24 0.51 0.93
H -2.85 0.22 -0.78
H -2.78 1.86 -0.12
H -1.32 2.05 1.68
*
```



Below is C16H31NO in the gas phase, with properties calculated with ωB97M-V/def2-TZVPD.

energy relative to the best compared isomer or geometry (same formula, charge and spin)	28.8	kJ/mol
Kohn-Sham gap	8.52	eV
SMILES	C[C@H]1CCC[C@H](C(=O)CCC(C)(C)CN(C)C)C1
E_tot	-758.2148	hartree

```
! RIJCOSX wB97M-V def2-TZVPD def2/J DEFGRID3
* xyz 0 1
O -2.27 -0.66 -0.80
C -1.70 0.00 0.04
N 2.52 -3.27 -1.34
C 3.99 -3.25 -1.65
C 1.60 -3.75 -2.38
C -3.11 4.05 -1.54
C 2.72 -0.84 0.37
C 1.76 -2.22 2.22
C -0.47 -0.51 0.83
C 2.12 -3.35 0.08
C -2.93 3.25 1.70
C -2.30 1.85 1.62
C -2.20 4.32 0.87
C -1.32 2.42 -0.66
C 0.31 -1.60 0.11
C -2.20 1.43 0.15
C -1.91 3.87 -0.58
C 1.72 -1.99 0.68
H 4.59 -2.84 -0.83
H 4.27 -4.32 -1.91
H 4.20 -2.61 -2.51
H 1.96 -3.47 -3.41
H 0.62 -3.25 -2.21
H 1.42 -4.83 -2.39
H -3.45 5.12 -1.57
H -2.74 3.79 -2.53
H -3.95 3.47 -1.26
H 2.70 -0.60 -0.71
H 3.71 -1.12 0.65
H 2.48 0.05 0.92
H 1.35 -1.42 2.81
H 1.13 -3.03 2.53
H 2.78 -2.44 2.49
H -0.84 -0.85 1.78
H 0.16 0.36 1.03
H 1.30 -4.08 0.20
H 2.90 -3.81 0.70
H -2.98 3.54 2.77
H -3.96 3.15 1.36
H -2.85 1.11 2.21
H -1.30 1.89 2.01
H -1.27 4.58 1.37
H -2.85 5.21 0.88
H -1.27 2.09 -1.70
H -0.29 2.38 -0.26
H -0.36 -2.51 0.05
H 0.52 -1.26 -0.91
H -3.21 1.42 -0.29
H -1.09 4.54 -0.96
*
```



Below is 14 unconnected molecules or ions with the total composition C48H121BN7O26, with properties calculated with ωB97M-V/def2-TZVPD.

Kohn-Sham gap	8.63	eV
E_tot	-4265.7614	hartree

```
! RIJCOSX wB97M-V def2-TZVPD def2/J DEFGRID3
* xyz -1 1
O 4.06 0.69 -0.44
C 3.03 0.28 0.00
O 1.82 0.72 -0.26
B 0.84 -0.07 0.44
O 1.61 -0.97 1.32
C 2.90 -0.74 1.16
O 3.81 -1.12 1.84
O -0.09 -0.76 -0.40
C -1.37 -0.54 -0.03
O -2.30 -1.14 -0.45
C -1.30 0.61 1.00
O -0.04 0.84 1.26
O -2.22 1.27 1.39
C -4.67 -3.20 0.73
O -5.06 -3.95 -0.39
H -4.04 -2.39 0.35
H -5.57 -2.82 1.23
H -4.04 -3.66 1.50
H -4.29 -3.99 -0.98
C 2.31 3.98 -0.25
O 2.22 5.34 0.17
H 3.33 3.63 -0.44
H 1.77 3.34 0.45
H 1.83 3.90 -1.23
H 1.30 5.59 -0.03
C -5.37 -0.06 2.66
O -6.38 0.07 1.67
H -5.09 -1.11 2.78
H -4.51 0.45 2.25
H -5.68 0.27 3.65
H -7.26 -0.08 2.03
C 5.85 -2.77 -0.06
O 5.23 -3.46 -1.15
H 5.40 -3.16 0.86
H 6.93 -2.92 0.02
H 5.56 -1.72 -0.14
H 4.36 -3.02 -1.29
C 1.76 2.51 3.38
O 2.32 3.49 4.26
H 1.08 2.94 2.65
H 2.53 2.03 2.76
H 1.29 1.82 4.07
H 2.45 4.30 3.75
C 3.06 1.35 -4.16
O 4.13 1.95 -3.43
H 2.68 0.44 -3.70
H 2.22 2.04 -4.30
H 3.48 1.24 -5.16
H 3.97 1.91 -2.48
C 3.44 -4.71 4.82
O 2.68 -4.08 5.85
C 2.79 -2.68 5.71
C 1.91 -2.09 4.61
N 0.59 -2.74 4.58
C -0.21 -2.36 3.42
C -1.42 -3.27 3.33
O -0.91 -4.58 3.10
C -1.90 -5.59 3.14
H 3.04 -4.53 3.82
H 3.44 -5.77 5.06
H 4.49 -4.39 4.87
H 3.80 -2.29 5.53
H 2.64 -2.12 6.63
H 2.46 -2.02 3.67
H 1.64 -1.06 4.87
H 0.77 -3.74 4.53
H 0.42 -2.63 2.57
H -0.62 -1.34 3.37
H -2.03 -3.01 2.46
H -1.98 -3.22 4.27
H -2.12 -5.74 4.21
H -1.55 -6.54 2.76
H -2.83 -5.27 2.66
C -3.23 3.55 -2.63
O -2.11 4.24 -2.14
C -1.56 3.70 -0.95
C -1.44 4.82 0.07
N -0.58 5.89 -0.43
C -0.65 7.14 0.33
C -1.83 8.02 -0.14
O -1.99 9.12 0.69
C -2.69 10.22 0.13
H -3.69 4.17 -3.39
H -3.93 3.37 -1.81
H -3.00 2.56 -3.05
H -0.58 3.25 -1.15
H -2.13 2.94 -0.40
H -0.99 4.41 0.99
H -2.45 5.14 0.35
H -0.86 6.02 -1.40
H 0.32 7.62 0.27
H -0.92 6.89 1.36
H -2.72 7.38 -0.20
H -1.66 8.29 -1.19
H -3.71 9.85 -0.06
H -2.29 10.55 -0.83
H -2.70 11.00 0.88
C 11.92 1.65 2.34
O 10.57 2.07 2.56
C 10.19 3.06 1.65
C 8.68 3.35 1.68
N 7.98 2.14 1.27
C 6.52 2.11 1.48
C 6.07 2.14 2.94
O 6.55 1.00 3.61
C 5.77 0.53 4.66
H 11.96 0.80 1.66
H 12.28 1.44 3.35
H 12.52 2.50 2.03
H 10.50 2.88 0.61
H 10.66 4.03 1.89
H 8.48 4.11 0.93
H 8.44 3.70 2.69
H 8.23 1.35 1.87
H 6.13 1.19 1.05
H 6.10 2.98 0.96
H 4.98 2.06 2.99
H 6.31 3.10 3.42
H 6.26 -0.34 5.09
H 4.73 0.31 4.40
H 5.79 1.14 5.58
C 5.21 -5.74 -5.49
O 4.03 -5.50 -4.77
C 3.55 -6.55 -3.96
C 2.47 -6.07 -3.05
N 2.99 -5.47 -1.84
C 2.05 -4.59 -1.17
C 1.71 -3.27 -1.92
O 2.90 -2.48 -2.05
C 3.26 -2.26 -3.42
H 4.99 -5.94 -6.54
H 5.86 -6.43 -4.94
H 5.73 -4.78 -5.57
H 4.40 -6.96 -3.38
H 3.31 -7.45 -4.55
H 1.90 -6.95 -2.72
H 1.79 -5.42 -3.61
H 3.88 -4.98 -1.90
H 2.39 -4.26 -0.18
H 1.13 -5.13 -0.93
H 1.02 -2.73 -1.26
H 1.17 -3.44 -2.85
H 3.51 -3.22 -3.88
H 4.18 -1.68 -3.43
H 2.37 -1.86 -3.91
C -4.62 0.88 -1.32
O -5.26 0.13 -2.34
C -6.06 -0.93 -1.83
C -6.83 -1.63 -2.96
N -7.73 -0.64 -3.54
C -8.22 -1.10 -4.84
C -9.40 -0.24 -5.31
O -10.14 -0.88 -6.33
C -11.08 -0.06 -6.95
H -4.86 0.52 -0.32
H -4.93 1.93 -1.37
H -3.55 0.82 -1.53
H -6.69 -0.62 -0.99
H -5.38 -1.69 -1.43
H -7.44 -2.38 -2.46
H -6.08 -2.07 -3.62
H -7.15 0.18 -3.71
H -8.52 -2.14 -4.84
H -7.46 -0.99 -5.63
H -8.98 0.71 -5.66
H -10.05 -0.05 -4.46
H -11.74 0.47 -6.26
H -11.66 -0.70 -7.62
H -10.56 0.62 -7.65
C -1.90 5.08 4.57
C -2.89 5.36 3.46
C -3.53 4.14 2.83
O -4.64 4.40 1.98
C -5.13 3.21 1.37
N -3.93 6.25 4.02
H -0.96 4.73 4.15
H -2.40 4.37 5.24
H -1.61 6.02 5.03
H -2.37 5.99 2.73
H -3.85 3.37 3.55
H -2.75 3.69 2.19
H -5.75 2.55 1.98
H -4.26 2.78 0.87
H -5.88 3.48 0.62
H -4.34 5.92 4.88
H -4.66 6.35 3.33
C -1.71 -4.45 -0.82
C -1.83 -4.01 -2.30
C -1.67 -5.17 -3.26
O -0.44 -5.82 -3.17
C -0.02 -6.36 -4.40
N -3.12 -3.31 -2.52
H -1.76 -3.55 -0.21
H -0.83 -5.06 -0.61
H -2.57 -5.08 -0.61
H -1.08 -3.23 -2.46
H -1.89 -4.78 -4.26
H -2.50 -5.87 -3.06
H -0.77 -7.05 -4.80
H 0.82 -7.02 -4.19
H 0.30 -5.59 -5.11
H -3.08 -2.89 -3.45
H -3.03 -2.44 -1.98
*
```



Below is a gas-phase ion, C4H11N2O (charge +1), with properties calculated with ωB97M-V/def2-TZVPD.

energy relative to the best compared isomer or geometry (same formula, charge and spin)	91.1	kJ/mol
Kohn-Sham gap	10.80	eV
SMILES	CNC(=O)C[NH2+]C
E_tot	-343.5294	hartree

```
! RIJCOSX wB97M-V def2-TZVPD def2/J DEFGRID3
* xyz 1 1
O 1.41 1.15 -0.59
C 0.92 0.42 0.25
N 1.27 0.43 1.54
C 0.70 -0.46 2.54
C -0.12 -0.58 -0.23
N -0.36 -0.30 -1.66
C -1.41 0.70 -1.93
H 1.81 1.26 1.75
H 1.20 -0.29 3.48
H -0.38 -0.33 2.64
H 0.94 -1.49 2.28
H 0.18 -1.62 -0.11
H -1.08 -0.59 0.29
H -0.56 -1.17 -2.16
H 0.53 0.07 -2.03
H -1.44 0.90 -3.00
H -1.21 1.60 -1.36
H -2.39 0.28 -1.70
*
```



Below is a molecular structure, C26H56BI2O10, with properties calculated with ωB97M-V/def2-TZVPD.

Kohn-Sham gap	6.81	eV
E_tot	-2396.8447	hartree

```
! RIJCOSX wB97M-V def2-TZVPD def2/J DEFGRID3
* xyz -1 1
C 2.88 0.79 4.12
C 3.25 1.58 2.84
C 2.76 0.93 1.54
C 3.86 1.16 0.49
B 1.30 1.51 1.08
C 1.47 3.11 0.69
C 1.71 3.36 -0.82
O 0.64 0.83 -0.10
C -0.71 0.70 0.24
C -1.50 1.87 -0.35
I -1.68 1.59 -2.46
C -2.01 2.96 0.20
C -1.96 3.26 1.66
I -3.00 4.46 -0.93
C -0.67 0.34 1.72
O -1.87 0.43 2.44
C -0.10 -1.11 1.97
C -0.05 -2.03 0.78
C 0.69 -3.33 1.07
O -1.41 -2.38 0.42
O 0.35 1.19 2.21
H 2.27 -0.08 3.91
H 2.37 1.43 4.82
H 3.78 0.47 4.63
H 2.86 2.58 2.95
H 4.33 1.67 2.80
H 2.78 -0.15 1.73
H 4.73 0.55 0.74
H 3.55 0.89 -0.51
H 4.21 2.18 0.53
H 0.60 3.71 0.93
H 2.31 3.60 1.19
H 2.34 4.23 -0.96
H 0.78 3.48 -1.35
H 2.24 2.54 -1.28
H -1.07 -0.15 -0.34
H -2.66 2.64 2.19
H -0.97 3.22 2.07
H -2.32 4.27 1.80
H -1.60 0.64 3.35
H -0.72 -1.60 2.72
H 0.88 -1.03 2.40
H 0.42 -1.57 -0.08
H 0.62 -3.94 0.18
H 0.22 -3.86 1.88
H 1.74 -3.13 1.24
H -1.51 -2.22 -0.53
C 5.89 -3.95 -2.02
O 6.41 -4.54 -0.84
C 7.35 -3.71 -0.17
C 6.72 -2.94 0.98
O 5.75 -2.01 0.52
C 4.42 -2.49 0.64
H 4.98 -4.49 -2.28
H 5.65 -2.90 -1.88
H 6.61 -4.06 -2.84
H 7.82 -3.02 -0.87
H 8.12 -4.37 0.24
H 7.51 -2.36 1.47
H 6.29 -3.62 1.71
H 4.07 -2.39 1.67
H 4.33 -3.53 0.33
H 3.79 -1.88 -0.01
C -3.61 -2.23 -7.85
O -2.24 -2.11 -8.20
C -1.84 -0.78 -8.48
C -1.17 -0.12 -7.29
O -2.04 0.03 -6.19
C -1.90 -0.98 -5.21
H -3.74 -3.20 -7.36
H -3.92 -1.44 -7.16
H -4.23 -2.20 -8.75
H -2.70 -0.18 -8.80
H -1.13 -0.82 -9.31
H -0.85 0.89 -7.59
H -0.27 -0.68 -7.00
H -1.03 -0.77 -4.58
H -1.79 -1.97 -5.65
H -2.80 -0.97 -4.59
C -4.70 0.46 4.32
O -4.59 1.73 3.70
C -5.42 1.87 2.56
C -6.70 2.61 2.87
O -7.53 1.91 3.79
C -7.39 2.35 5.12
H -4.29 0.55 5.33
H -5.73 0.12 4.39
H -4.11 -0.28 3.77
H -5.64 0.89 2.12
H -4.86 2.44 1.82
H -7.27 2.73 1.95
H -6.47 3.61 3.26
H -7.96 3.27 5.28
H -6.34 2.52 5.39
H -7.79 1.57 5.78
*
```



Below is 2 unconnected molecules or ions with the total composition CH4IN2O, with properties calculated with ωB97M-V/def2-TZVPD.

energy relative to the best compared isomer or geometry (same formula, charge and spin)	225.8	kJ/mol
Kohn-Sham gap	7.58	eV
E_tot	-522.5418	hartree

```
! RIJCOSX wB97M-V def2-TZVPD def2/J DEFGRID3
* xyz 1 1
C -0.89 0.12 0.25
N 0.21 0.40 0.03
N -2.15 -0.03 0.39
O -2.79 -1.16 -0.09
I 4.54 0.34 -0.12
H 5.24 1.33 -1.12
H 1.05 0.04 0.48
H -2.54 0.47 1.17
H -2.66 -1.52 -0.97
*
```



Below is C4H7NS in the gas phase, with properties calculated with ωB97M-V/def2-TZVPD.

energy relative to the best compared isomer or geometry (same formula, charge and spin)	158.6	kJ/mol
Kohn-Sham gap	9.03	eV
SMILES	CC1=NSCC1
E_tot	-609.4981	hartree

```
! RIJCOSX wB97M-V def2-TZVPD def2/J DEFGRID3
* xyz 0 1
C -1.76 -0.76 0.06
C -0.36 -0.50 -0.18
C 1.70 0.60 0.21
C 0.24 0.81 -0.21
H -1.89 -1.81 0.58
H -2.36 -0.56 -0.90
H -2.13 0.07 0.82
H 2.39 1.02 -0.61
H 1.94 0.96 1.18
H -0.44 1.58 0.37
H 0.34 1.26 -1.21
N 0.32 -1.55 -0.05
S 2.01 -1.13 -0.07
*
```



Q: What is the Kohn-Sham gap in the first record?
A: 4.04 eV



Repeat the sixth record exactly.
Below is a molecular structure, C26H56BI2O10, with properties calculated with ωB97M-V/def2-TZVPD.

Kohn-Sham gap	6.81	eV
E_tot	-2396.8447	hartree

```
! RIJCOSX wB97M-V def2-TZVPD def2/J DEFGRID3
* xyz -1 1
C 2.88 0.79 4.12
C 3.25 1.58 2.84
C 2.76 0.93 1.54
C 3.86 1.16 0.49
B 1.30 1.51 1.08
C 1.47 3.11 0.69
C 1.71 3.36 -0.82
O 0.64 0.83 -0.10
C -0.71 0.70 0.24
C -1.50 1.87 -0.35
I -1.68 1.59 -2.46
C -2.01 2.96 0.20
C -1.96 3.26 1.66
I -3.00 4.46 -0.93
C -0.67 0.34 1.72
O -1.87 0.43 2.44
C -0.10 -1.11 1.97
C -0.05 -2.03 0.78
C 0.69 -3.33 1.07
O -1.41 -2.38 0.42
O 0.35 1.19 2.21
H 2.27 -0.08 3.91
H 2.37 1.43 4.82
H 3.78 0.47 4.63
H 2.86 2.58 2.95
H 4.33 1.67 2.80
H 2.78 -0.15 1.73
H 4.73 0.55 0.74
H 3.55 0.89 -0.51
H 4.21 2.18 0.53
H 0.60 3.71 0.93
H 2.31 3.60 1.19
H 2.34 4.23 -0.96
H 0.78 3.48 -1.35
H 2.24 2.54 -1.28
H -1.07 -0.15 -0.34
H -2.66 2.64 2.19
H -0.97 3.22 2.07
H -2.32 4.27 1.80
H -1.60 0.64 3.35
H -0.72 -1.60 2.72
H 0.88 -1.03 2.40
H 0.42 -1.57 -0.08
H 0.62 -3.94 0.18
H 0.22 -3.86 1.88
H 1.74 -3.13 1.24
H -1.51 -2.22 -0.53
C 5.89 -3.95 -2.02
O 6.41 -4.54 -0.84
C 7.35 -3.71 -0.17
C 6.72 -2.94 0.98
O 5.75 -2.01 0.52
C 4.42 -2.49 0.64
H 4.98 -4.49 -2.28
H 5.65 -2.90 -1.88
H 6.61 -4.06 -2.84
H 7.82 -3.02 -0.87
H 8.12 -4.37 0.24
H 7.51 -2.36 1.47
H 6.29 -3.62 1.71
H 4.07 -2.39 1.67
H 4.33 -3.53 0.33
H 3.79 -1.88 -0.01
C -3.61 -2.23 -7.85
O -2.24 -2.11 -8.20
C -1.84 -0.78 -8.48
C -1.17 -0.12 -7.29
O -2.04 0.03 -6.19
C -1.90 -0.98 -5.21
H -3.74 -3.20 -7.36
H -3.92 -1.44 -7.16
H -4.23 -2.20 -8.75
H -2.70 -0.18 -8.80
H -1.13 -0.82 -9.31
H -0.85 0.89 -7.59
H -0.27 -0.68 -7.00
H -1.03 -0.77 -4.58
H -1.79 -1.97 -5.65
H -2.80 -0.97 -4.59
C -4.70 0.46 4.32
O -4.59 1.73 3.70
C -5.42 1.87 2.56
C -6.70 2.61 2.87
O -7.53 1.91 3.79
C -7.39 2.35 5.12
H -4.29 0.55 5.33
H -5.73 0.12 4.39
H -4.11 -0.28 3.77
H -5.64 0.89 2.12
H -4.86 2.44 1.82
H -7.27 2.73 1.95
H -6.47 3.61 3.26
H -7.96 3.27 5.28
H -6.34 2.52 5.39
H -7.79 1.57 5.78
*
```



Q: Number 5 is which compound?
A: C4H11N2O



Q: Which formula does entry 6 have?
A: C26H56BI2O10